Record 1
An isolated molecule of C10H10N2O2. Source: the OMol25 dataset; level of theory: ωB97M-V/def2-TZVPD.

The geometry in XYZ format:
```
24
Properties=species:S:1:pos:R:3:forces:R:3:mulliken_charge:R:1
C -1.73811 -0.33781 2.82706 -2.693 2.324 2.549 -1.17
C -0.89825 -0.03951 1.69363 -0.626 -0.892 0.910 0.57
N 0.36911 0.30127 1.95396 0.867 0.258 -0.796 -0.71
C 0.96571 0.29739 0.76741 -0.980 0.137 0.912 0.21
N 0.01947 -0.04846 -0.17765 1.807 -0.099 -0.989 0.04
C -1.15168 -0.34836 0.38855 -1.763 0.524 0.276 0.65
C -2.47944 -0.69342 -0.31508 0.710 -0.148 -1.345 -1.58
C 0.32938 -0.03487 -1.51506 1.752 1.389 -1.204 0.54
C -0.49319 -0.36122 -2.47486 0.842 -0.405 -2.221 0.23
O -0.90426 -0.68008 -3.52504 -0.452 0.197 0.930 -0.42
C 1.66142 0.82235 -1.80152 -1.199 -1.687 -2.496 -0.83
C 2.78200 0.32257 -0.97109 1.890 0.634 0.570 -0.53
C 2.41211 0.46918 0.50614 0.190 -1.225 -0.235 0.39
O 3.23450 0.54656 1.38824 -0.340 0.343 -0.255 -0.56
H -2.88800 -0.27038 2.67480 1.935 -1.043 -0.179 0.33
H -1.31853 -1.22312 3.32456 -0.825 0.179 0.135 0.23
H -1.67561 0.57116 3.53620 0.405 -1.534 -0.634 0.30
H -2.28585 -1.38104 -1.21820 -0.381 0.608 1.546 0.30
H -3.24704 -1.15038 0.35656 0.990 0.286 -0.458 0.39
H -2.95470 0.20219 -0.79505 0.470 -0.486 0.601 0.31
H 1.96588 0.96922 -2.91800 -0.967 -0.536 1.987 0.34
H 1.45053 1.75350 -1.36745 -0.614 1.736 0.069 0.38
H 3.66510 0.98358 -1.15179 -0.573 -0.335 0.255 0.30
H 3.17946 -0.67033 -1.18631 -0.445 -0.227 0.075 0.28
```
Forces are in eV/Å.

**HOMO energy**: -8.43 eV
**HOMO-LUMO gap**: 8.4 eV
**Relative energy (zero: lowest compared OMol25 entry of this formula, charge and spin)**: 80.64 kcal/mol
**E_LUMO**: 0.0 eV
**Structure (SMILES)**: Cc1nc2n(c1C)C(=C=O)CCC2=O



Record 2
A structure of composition C4H6O4. Source: the OMol25 dataset; level of theory: ωB97M-V/def2-TZVPD.

The geometry in XYZ format:
```
14
Properties=species:S:1:pos:R:3:forces:R:3:mulliken_charge:R:1
C -1.77146 -1.38391 0.32400 0.268 1.449 0.102 0.36
C -0.92489 -0.31868 -0.27237 2.716 -0.096 0.119 0.48
C 1.17628 1.30600 -0.01977 -1.530 -2.304 -0.830 -1.05
C 1.00459 -0.20595 0.07935 -4.147 0.135 -4.624 0.17
O -2.37337 -1.88127 1.21642 0.098 -0.155 -0.311 -0.52
O -1.44869 -1.57492 -0.93812 0.237 -0.780 -0.013 -0.42
O -1.43566 0.80698 -0.86689 -0.170 -0.519 0.361 -0.49
O 1.24715 -0.78116 1.21972 -1.022 -1.740 4.947 -0.53
H 2.12675 1.50893 0.28193 2.957 0.809 0.523 0.45
H 0.52209 1.77879 0.68531 -0.655 0.467 -0.058 0.26
H 1.01745 1.51720 -1.07186 -0.062 0.794 0.145 0.29
H 1.44740 -0.86070 -0.80844 -0.688 1.585 1.786 0.27
H -1.09237 0.80758 -1.77301 -0.079 0.191 0.121 0.34
H 0.50472 -0.71889 1.94372 2.076 0.163 -2.268 0.40
```
Forces are in eV/Å.

**HOMO energy**: -9.42 eV
**HOMO-LUMO gap**: 10.0 eV
**Relative energy (zero: lowest compared OMol25 entry of this formula, charge and spin)**: 102.93 kcal/mol
**E_LUMO**: 0.5 eV



Record 3
An isolated molecule of C2H4ClN. Source: the OMol25 dataset; level of theory: ωB97M-V/def2-TZVPD.

The geometry in XYZ format:
```
8
Properties=species:S:1:pos:R:3:forces:R:3:mulliken_charge:R:1
C 0.99419 0.86654 -0.03183 2.003 1.681 0.988 -0.22
N 0.97042 -0.35186 0.20405 -4.362 -1.219 -0.051 -0.38
C -0.71793 -0.84809 -0.00605 3.644 -1.349 1.361 -0.30
Cl -2.02123 0.39039 0.14033 1.198 -1.014 0.131 -0.17
H 1.88674 1.41646 0.36748 -0.421 -0.313 -0.974 0.24
H 0.20977 1.45247 -0.47523 -0.488 0.336 0.004 0.23
H -0.62806 -1.68591 0.82444 -1.153 1.965 -1.773 0.30
H -0.69389 -1.23999 -1.02318 -0.421 -0.087 0.314 0.31
```
Forces are in eV/Å.

**HOMO energy**: -9.95 eV
**HOMO-LUMO gap**: 10.9 eV
**Relative energy (zero: lowest compared OMol25 entry of this formula, charge and spin)**: 44.20 kcal/mol
**E_LUMO**: 1.0 eV
**Structure (SMILES)**: C=NCCl



Record 4
A structure of composition C16H18N6O3S2Sn. Source: the OMol25 dataset; level of theory: ωB97M-V/def2-TZVPD.

The geometry in XYZ format:
```
46
Properties=species:S:1:pos:R:3:forces:R:3:mulliken_charge:R:1
Sn 1.35597 0.14473 -0.14849 -0.001 -0.077 -0.022 1.03
O -0.35957 -0.64357 3.62833 0.011 0.005 0.046 -0.78
C 0.11817 -0.70217 2.50127 0.010 0.047 -0.222 -0.14
N 0.54423 0.34322 1.77245 -0.063 -0.066 0.133 0.14
C 0.40355 1.63318 2.41122 0.047 0.017 -0.038 -0.65
C 1.08476 2.70808 1.61292 0.009 0.029 -0.050 0.51
C 1.09773 4.03732 2.01835 0.023 -0.004 -0.029 -0.87
C 1.75308 4.96342 1.23069 -0.028 0.016 0.051 -0.23
C 2.38523 4.55197 0.06261 0.027 -0.011 -0.036 -0.86
C 2.32739 3.21927 -0.27836 0.002 -0.028 0.035 0.00
N 1.68400 2.33334 0.48921 -0.006 0.017 0.042 -0.08
C 0.27688 -2.03476 1.81197 -0.056 0.044 0.154 0.81
C -0.04978 -3.22338 2.43905 0.013 -0.088 -0.030 -0.61
C 0.13157 -4.40168 1.73063 0.007 0.044 -0.005 -0.41
C 0.63158 -4.35265 0.43452 -0.028 0.013 0.062 -0.80
C 0.94351 -3.12017 -0.11011 0.038 -0.015 -0.062 -0.18
N 0.75976 -1.99813 0.57858 0.012 0.048 -0.047 0.00
H 0.84093 1.59981 3.41364 -0.029 0.009 0.010 0.43
H -0.65449 1.89183 2.52449 -0.004 -0.021 -0.018 0.19
H 0.59710 4.32780 2.93218 0.002 -0.009 0.003 0.44
H 1.77416 6.00529 1.52340 0.003 -0.007 -0.004 0.41
H 2.90982 5.25228 -0.57090 -0.003 -0.005 0.000 0.40
H 2.79853 2.81427 -1.16636 0.000 0.005 0.005 0.40
H -0.42053 -3.19785 3.45362 0.001 0.006 0.002 0.59
H -0.10697 -5.35447 2.18549 -0.003 0.001 -0.001 0.45
H 0.78732 -5.25352 -0.14123 0.004 0.004 -0.006 0.43
H 1.36010 -3.00294 -1.10359 0.006 -0.007 0.016 0.40
O 0.06396 1.34829 -1.48099 -0.015 0.089 0.004 -0.33
N -0.53537 0.43681 -2.10344 -0.029 0.070 -0.006 0.25
O -0.26132 -0.68065 -1.65874 -0.013 -0.119 0.063 -0.34
S 3.34799 -0.36577 -1.03425 0.083 0.015 -0.050 -0.68
C -2.83294 -2.04029 0.25018 0.009 -0.002 0.086 -0.90
N -2.92815 -1.44043 1.56238 -0.086 -0.073 -0.031 0.39
C -3.54217 -2.18144 2.65940 0.051 0.060 -0.067 -0.60
C -3.48671 -1.16145 3.79364 -0.053 0.013 -0.036 -0.48
N -3.53603 0.08203 3.02715 0.116 -0.067 0.052 -0.23
C -3.05174 -0.10608 1.76834 -0.050 0.045 -0.030 -0.14
S -2.70760 1.11050 0.68534 0.022 -0.027 0.027 -0.31
H -2.29941 -2.98877 0.33125 -0.003 -0.006 -0.005 0.29
H -2.28604 -1.37576 -0.41115 0.009 0.026 -0.009 0.18
H -3.82602 -2.22357 -0.17237 -0.005 -0.009 -0.007 0.29
H -2.99019 -3.09699 2.87118 0.014 0.011 0.008 0.33
H -4.57522 -2.44394 2.40120 -0.008 -0.018 0.006 0.37
H -2.55055 -1.23965 4.34845 0.010 0.006 -0.004 0.18
H -4.33508 -1.24643 4.46944 -0.002 0.011 0.007 0.39
H -3.33514 0.96871 3.45816 -0.042 0.005 0.003 0.32
```
Forces are in eV/Å.

**HOMO energy**: -7.86 eV
**HOMO-LUMO gap**: 7.7 eV
**Relative energy (zero: lowest compared OMol25 entry of this formula, charge and spin)**: 0.00 kcal/mol
**E_LUMO**: -0.2 eV



Record 5
A cluster of 4 separate species, C2H13NO3S2 in total. Source: the OMol25 dataset; level of theory: ωB97M-V/def2-TZVPD.

The geometry in XYZ format:
```
21
Properties=species:S:1:pos:R:3:forces:R:3:mulliken_charge:R:1
N 2.12091 -0.60116 -0.49646 0.458 -0.724 -0.815 -0.69
C 0.68243 -0.70475 -0.29434 -0.682 0.586 -0.169 -0.51
C -0.05445 -1.81754 -1.05664 1.376 0.201 0.080 -0.55
S -1.48008 -2.48599 -0.21573 -0.601 -0.711 -0.112 -0.08
S -2.68270 -0.99564 0.52539 0.538 0.239 0.116 -0.23
H 2.35880 -0.65420 -1.48916 -0.370 0.256 -0.056 0.32
H 2.60729 -1.43994 -0.18702 -0.242 0.075 0.616 0.22
H 0.49727 -0.71581 0.77854 -0.029 -0.474 0.042 0.39
H 0.19843 0.22260 -0.60751 0.294 0.257 -0.014 0.29
H -0.20563 -1.55493 -2.10646 -0.510 0.331 0.154 0.38
H 0.65346 -2.65159 -1.15579 -0.349 -0.324 0.412 0.30
H -3.30408 -0.55921 -0.57521 -0.090 -0.130 -0.273 0.16
O 2.63570 2.92484 2.80012 0.019 -0.004 -0.283 -0.63
H 3.25146 2.33660 2.34894 -0.014 -0.052 0.129 0.31
H 2.29712 3.46756 2.07893 -0.013 0.052 0.105 0.32
O 3.13886 1.82680 -1.59566 -0.215 -0.008 -0.128 -0.69
H 2.46026 1.18085 -1.33677 0.404 0.463 0.179 0.40
H 3.91106 1.52195 -1.11094 0.021 0.019 0.012 0.29
O -1.20691 3.32265 -0.04178 -0.104 -0.065 0.214 -0.63
H -0.70684 3.37733 0.77978 0.081 0.007 -0.080 0.31
H -2.09579 3.10124 0.25864 0.027 0.006 -0.128 0.32
```
Forces are in eV/Å.

**HOMO energy**: -9.09 eV
**HOMO-LUMO gap**: 9.3 eV
**Relative energy (zero: lowest compared OMol25 entry of this formula, charge and spin)**: 14.60 kcal/mol
**E_LUMO**: 0.2 eV
**Structure (SMILES)**: NCCSS.O.O.O